A 8-piece molecular cluster, C24H39Cl14NO4 overall in a non-equilibrium geometry. Source: OMol25; level of theory: ωB97M-V with the def2-TZVPD basis set.

```
! RIJCOSX wB97M-V def2-TZVPD def2/J DEFGRID3
* xyz 0 1
O -5.7190 -1.6104 3.6817
C -4.5299 -1.6545 3.4998
O -3.8216 -0.5648 3.0816
C -3.6876 -2.8835 3.6776
C -2.8638 -3.2003 2.3987
C -1.4511 -2.5871 2.4845
C -1.0840 -1.6018 1.3961
C -1.7667 -1.4745 0.1767
C -1.3592 -0.5288 -0.7206
N -0.3069 0.2611 -0.4379
C 0.3793 0.1745 0.7032
C 1.5429 1.1327 0.9847
O 1.2551 2.3287 0.7932
O 2.5844 0.6076 1.3719
C 0.0008 -0.7655 1.6401
H -4.1752 0.2120 3.5357
H -3.0610 -2.7225 4.5599
H -4.3422 -3.7225 3.9053
H -3.4435 -2.7923 1.5744
H -2.7852 -4.2802 2.2941
H -1.3894 -2.0228 3.4143
H -0.6624 -3.3398 2.5521
H -2.5982 -2.1203 -0.0556
H -1.8697 -0.4295 -1.6641
H -0.0513 0.9760 -1.1148
H 0.5404 -0.8482 2.5730
Cl -2.7775 -5.6398 6.5438
C -1.7810 -4.7215 7.7023
C -1.7477 -3.2526 7.3720
Cl -0.8527 -2.9310 5.8619
H -0.7830 -5.1518 7.7038
H -2.2219 -4.8641 8.6873
H -1.2407 -2.7051 8.1644
H -2.7507 -2.8469 7.2615
Cl -2.8398 1.6981 -1.0550
C -3.0434 3.4440 -0.7381
C -2.2008 4.2506 -1.6927
Cl -0.4699 3.9715 -1.3790
H -2.7624 3.6225 0.2973
H -4.0971 3.6913 -0.8552
H -2.4051 5.3123 -1.5601
H -2.3968 3.9947 -2.7310
Cl 5.6365 -0.4756 -2.8057
C 5.0557 1.0099 -1.9989
C 3.5849 0.9567 -1.6957
Cl 2.5896 1.0089 -3.1882
H 5.3032 1.8534 -2.6390
H 5.6123 1.1052 -1.0687
H 3.3000 1.8175 -1.0933
H 3.3218 0.0586 -1.1471
Cl 10.7043 -1.3068 -5.7941
C 9.1956 -0.3592 -5.6402
C 8.0008 -1.2375 -5.3778
Cl 7.5767 -2.2471 -6.7845
H 9.0818 0.2250 -6.5417
H 9.3340 0.3224 -4.8011
H 7.1344 -0.6191 -5.1588
H 8.1742 -1.8987 -4.5325
Cl -0.0256 7.8314 1.9661
C 0.5533 6.1880 2.3600
C -0.4592 5.1313 2.0181
Cl -1.9047 5.2037 3.0743
H 0.8109 6.1678 3.4157
H 1.4576 6.0195 1.7785
H -0.0188 4.1431 2.1474
H -0.7959 5.2212 0.9909
Cl 6.4068 0.0656 -9.5461
C 5.4962 1.4141 -8.8261
C 6.4032 2.4326 -8.1876
Cl 7.2082 1.8112 -6.7191
H 4.7912 1.0025 -8.1079
H 4.9361 1.8859 -9.6319
H 5.8216 3.3002 -7.8803
H 7.1763 2.7614 -8.8770
Cl -7.6119 -4.5182 1.0965
C -8.3000 -3.0365 1.8168
C -9.7922 -3.1284 1.9952
Cl -10.6616 -3.1353 0.4379
H -8.0262 -2.1983 1.1816
H -7.8189 -2.9039 2.7843
H -10.1444 -2.2616 2.5518
H -10.0724 -4.0266 2.5393
*
```

## Properties
E = -7736.34513 Ha
Gap between HOMO and LUMO = 8.584 eV